Entry 1:
{"formula": "C3H7NO2", "method": "the ωB97M-V functional and the def2-TZVPD basis", "species": ["O", "O", "N", "C", "C", "C", "H", "H", "H", "H", "H", "H", "H"], "positions_angstrom": [[1.870, -1.676, -1.404], [-1.520, 1.966, 0.173], [-0.293, 0.059, 1.107], [1.165, -1.427, -0.423], [-1.513, 0.592, 0.508], [0.700, 0.037, 0.006], [1.598, 0.860, 0.156], [0.277, 0.401, -1.031], [-1.840, 2.174, -0.732], [1.081, -2.154, 0.385], [-2.329, 0.323, 1.112], [-1.632, -0.068, -0.317], [-0.015, 0.520, 1.975]], "atomic_forces_ev_per_a": [[-2.1546, 0.7318, 1.7066], [0.0822, 0.3830, -0.4292], [0.0457, 0.7381, -1.7650], [3.0840, 1.5421, -0.2056], [0.5504, -0.7531, 0.2854], [1.5346, 1.3413, -1.8534], [-1.8034, -2.6020, -0.2658], [0.3877, -0.2695, 2.1392], [0.3490, -0.6845, 0.9489], [-0.7024, -0.5930, 0.0681], [-1.1843, 0.2902, 1.3585], [-0.3074, -0.1113, -1.3157], [0.1186, -0.0132, -0.6721]], "mulliken_charge": [-0.4850, -0.5298, -0.3133, 0.0261, -0.7190, -0.2703, 0.3187, 0.1982, 0.3151, 0.3419, 0.3961, 0.4824, 0.2388], "smiles": "O=CCNCO", "relative_energy_kj_mol": 286.76, "total_charge": 0, "e_homo_ev": -9.56}

***

Entry 2:
{"formula": "C3H7NO2", "method": "the ωB97M-V functional and the def2-TZVPD basis", "species": ["O", "O", "N", "C", "C", "C", "H", "H", "H", "H", "H", "H", "H"], "positions_angstrom": [[0.745, -0.341, -0.401], [0.268, 0.614, 1.596], [-2.002, -0.647, -1.061], [-0.224, 0.031, 0.466], [2.000, 0.316, -0.285], [-1.517, -0.170, 0.190], [-2.270, 0.080, 0.936], [1.887, 1.405, -0.307], [2.511, 0.030, 0.638], [-0.459, 1.047, 2.059], [-2.215, -1.640, -1.013], [2.583, -0.012, -1.147], [-1.284, -0.535, -1.770]], "atomic_forces_ev_per_a": [[-0.1606, -0.0431, 0.0994], [-0.0943, 0.0460, 0.0649], [0.1720, -0.1202, -0.0675], [-0.3217, -0.0012, -0.1741], [0.2922, 0.0903, -0.0158], [0.1283, 0.0946, 0.2249], [0.1736, -0.0240, -0.0667], [-0.0046, -0.1301, -0.0250], [-0.0434, 0.0422, -0.1244], [0.0571, -0.0852, -0.0355], [-0.0379, 0.1173, -0.0429], [-0.0729, 0.0484, 0.1207], [-0.0879, -0.0349, 0.0419]], "mulliken_charge": [-0.3685, -0.4949, -0.6382, 0.6066, -0.6489, -0.3662, 0.2786, 0.2979, 0.2686, 0.3052, 0.2448, 0.2352, 0.2796], "smiles": "CO/C(O)=C\\N", "relative_energy_kj_mol": 210.78, "total_charge": 0, "e_homo_ev": -7.73}

***

Entry 3:
{"formula": "C3H7NO2", "method": "the ωB97M-V functional and the def2-TZVPD basis", "species": ["O", "O", "N", "C", "C", "C", "H", "H", "H", "H", "H", "H", "H"], "positions_angstrom": [[-1.456, -0.311, -0.724], [0.544, -0.658, 0.496], [1.449, -0.409, -0.535], [-1.521, 0.914, 0.052], [2.387, 0.397, -0.168], [-0.646, -1.225, -0.013], [3.137, 0.568, -0.909], [2.442, 0.707, 0.865], [-1.211, -1.664, 0.862], [-0.396, -2.030, -0.712], [-1.982, 0.645, 1.073], [-0.516, 1.429, 0.161], [-2.229, 1.638, -0.448]], "atomic_forces_ev_per_a": [[0.9019, 1.0010, 1.0767], [0.0546, -0.0368, 0.2271], [0.7217, 0.9940, 0.0556], [-1.0041, 0.3645, 0.4623], [-1.7068, -1.9603, -0.0096], [-0.5333, -0.8002, -0.2568], [0.3676, 0.2958, -0.1867], [0.1341, 0.4284, 0.0834], [0.7273, 0.7080, -0.5561], [-0.0737, 0.2010, 0.0622], [0.8839, 0.6135, -1.2317], [-1.2409, -0.7911, -0.0452], [0.7677, -1.0178, 0.3188]], "mulliken_charge": [-0.3313, -0.1215, -0.4092, -0.5175, -0.3450, -0.1009, 0.2978, 0.3028, 0.2794, 0.2718, 0.2564, 0.1835, 0.2337], "smiles": "C=NOCOC", "relative_energy_kj_mol": 373.22, "total_charge": 0, "e_homo_ev": -10.15}

***

Entry 4:
{"formula": "C3H7NO2", "method": "the ωB97M-V functional and the def2-TZVPD basis", "species": ["O", "O", "N", "C", "C", "C", "H", "H", "H", "H", "H", "H", "H"], "positions_angstrom": [[1.426, -1.191, 0.819], [0.885, 1.005, 0.565], [-0.818, -0.845, 0.318], [-0.504, -0.205, -0.954], [0.219, -0.837, 1.176], [0.102, 1.174, -0.558], [-0.046, -0.882, 2.236], [-1.687, -0.540, 0.737], [-0.718, 1.888, -0.359], [1.641, -0.164, 0.481], [-1.402, -0.141, -1.571], [0.237, -0.822, -1.469], [0.665, 1.560, -1.421]], "atomic_forces_ev_per_a": [[-0.0331, -0.0847, 0.0062], [0.0797, -0.0169, 0.0228], [0.0904, 0.0860, 0.2068], [0.0471, -0.0523, -0.2087], [-0.1692, -0.1605, -0.0250], [-0.1869, 0.0860, -0.1498], [0.0504, 0.1109, -0.1267], [0.0779, -0.0595, -0.0030], [0.0970, -0.0805, -0.0087], [-0.0658, 0.1167, 0.0262], [0.1171, 0.0274, 0.0851], [-0.0805, 0.1019, 0.0494], [-0.0242, -0.0745, 0.1253]], "mulliken_charge": [-0.5757, -0.7466, -0.1973, -0.7062, 0.1318, -0.2237, 0.3794, 0.2922, 0.3096, 0.4385, 0.3708, 0.2770, 0.2502], "relative_energy_kj_mol": 276.08, "total_charge": 0, "e_homo_ev": -9.27}

***

Entry 5:
{"formula": "C3H7NO2", "method": "the ωB97M-V functional and the def2-TZVPD basis", "species": ["O", "O", "N", "C", "C", "C", "H", "H", "H", "H", "H", "H", "H"], "positions_angstrom": [[-1.372, 0.738, 0.675], [-1.360, -0.453, -0.316], [-0.234, -1.057, -0.448], [0.839, -0.780, 0.148], [2.080, -1.556, -0.094], [-1.887, 1.852, 0.012], [-1.974, 2.619, 0.780], [0.823, 0.040, 0.882], [-1.223, 2.201, -0.790], [1.903, -2.324, -0.840], [2.878, -0.897, -0.437], [-2.885, 1.646, -0.402], [2.412, -2.027, 0.831]], "atomic_forces_ev_per_a": [[0.6378, -1.1900, 0.1672], [-1.4592, 1.6453, 0.5333], [0.9185, -1.0343, -0.7058], [-0.2293, 1.0315, 0.9672], [0.0474, -0.0851, -0.0385], [-0.2840, -0.0635, -0.7756], [0.0193, 0.0166, 0.0364], [0.1656, -0.2811, -0.3072], [-0.0899, -0.0125, 0.1138], [0.0203, -0.0778, -0.0733], [0.0238, -0.0205, 0.0027], [0.1770, 0.0841, 0.0731], [0.0527, -0.0126, 0.0067]], "mulliken_charge": [-0.2980, -0.1089, -0.1714, 0.0518, -0.9140, -0.4533, 0.2414, 0.3911, 0.2476, 0.2740, 0.2623, 0.2167, 0.2607], "smiles": "C/C=N/OOC", "relative_energy_kj_mol": 547.14, "total_charge": 0, "e_homo_ev": -9.60}

***

Entry 6:
{"formula": "C3H7NO2", "method": "the ωB97M-V functional and the def2-TZVPD basis", "species": ["O", "O", "N", "C", "C", "C", "H", "H", "H", "H", "H", "H", "H"], "positions_angstrom": [[-1.147, -0.618, 1.243], [-3.163, -0.007, -1.068], [2.641, 0.272, -0.158], [-0.122, 0.826, -0.381], [2.135, -0.769, 0.518], [-1.047, -0.008, 0.203], [2.321, 0.587, 0.897], [0.652, 0.441, -1.036], [0.075, 1.823, -0.006], [-4.049, -0.324, -1.256], [2.769, -1.499, 0.998], [-2.116, -0.014, -0.351], [1.050, -0.710, 0.398]], "atomic_forces_ev_per_a": [[-0.8488, -0.1440, -1.2601], [2.5298, 1.5328, -0.2888], [0.5696, -1.2555, 1.7273], [-0.2903, -0.7287, -0.0182], [0.4330, 2.6082, -2.3416], [4.1858, 0.6123, 4.0197], [-0.1507, 0.6369, -0.6164], [-0.5798, 0.2224, -0.8099], [-0.8074, 0.1752, -0.2908], [0.1084, -0.8294, 1.1619], [-0.1510, -0.8314, 0.1844], [-4.9452, -0.2921, -2.9178], [-0.0533, -1.7065, 1.4504]], "mulliken_charge": [-0.4211, -0.7682, -0.6321, -0.8124, 0.2107, 0.4118, 0.2882, 0.4740, 0.3369, 0.2597, 0.3129, 0.4816, -0.1419], "relative_energy_kj_mol": 1056.26, "total_charge": 0, "e_homo_ev": -8.97}